The following is a quantum chemistry calculation of a 5-piece molecular cluster, C31H36BN5O13 overall, from the Open Molecules 2025 dataset.

```
! wB97M-V def2-TZVPD RIJCOSX def2/J DEFGRID3
* xyz 0 1
O -2.43 10.40 -1.06
C 3.79 -1.28 4.67
O 3.19 -3.77 0.50
C 4.00 -2.92 2.48
H -1.24 5.71 1.06
O -1.66 8.21 -0.99
H -4.02 6.81 0.68
N -2.20 -3.52 -1.74
N 4.09 -3.81 1.31
H 5.87 -3.59 3.29
H -1.80 7.35 1.49
H 2.10 -4.38 -0.36
N -0.18 1.07 1.49
C 4.10 -6.98 -3.67
O -4.04 8.66 -0.85
H 2.12 -2.13 1.85
C 5.20 -6.22 -1.67
H -4.18 7.82 -1.31
H 1.09 -0.47 -0.24
C 0.10 -3.92 -0.97
C -1.15 0.53 -2.57
O -0.79 1.91 2.12
O 0.68 0.34 1.95
O -3.17 -3.94 -2.32
H -6.61 6.64 3.48
H -5.12 7.41 2.95
B -2.73 9.07 -0.97
C 4.12 -6.17 -2.55
C -1.60 1.58 -0.45
C 1.21 -5.99 -1.46
C 5.16 -7.84 -3.89
H 3.70 -0.64 5.54
H -6.19 3.64 2.08
C 6.24 -7.91 -3.03
H -5.44 6.67 5.40
H -3.99 6.40 4.73
C -5.53 6.48 3.36
C 1.22 -4.73 -0.88
C 2.89 -2.11 2.60
H -3.23 5.43 2.88
H 2.08 -6.63 -1.40
C 2.79 -1.29 3.71
C -1.05 -5.65 -2.22
H 0.53 -0.80 -2.64
C -0.07 -0.14 -2.03
O 6.08 -9.46 -5.25
C -0.53 0.88 0.07
H -1.94 -5.98 -2.73
H -2.64 4.38 -0.47
H 0.08 -2.93 -0.52
C -1.95 6.51 0.82
H 1.91 -0.66 3.81
H -2.76 1.92 -2.22
O 5.06 -4.54 1.22
H 3.27 -6.96 -4.37
N 5.14 -8.70 -5.09
H 5.68 -2.10 5.28
N -4.97 6.14 4.67
O -5.95 4.20 2.83
C -1.91 1.39 -1.79
C 0.25 0.03 -0.69
H -4.29 4.90 -0.91
O -2.10 -2.41 -1.25
C 6.25 -7.09 -1.92
H -1.40 0.39 -3.62
C -3.33 5.24 -0.53
C 4.90 -2.10 4.53
C 5.02 -2.93 3.42
C -5.32 5.38 2.34
O -2.76 6.21 -1.41
H -2.18 2.23 0.18
H 5.20 -5.58 -0.80
C -3.84 5.15 2.02
C 0.08 -6.45 -2.13
H 3.30 -5.49 -2.36
H -3.23 10.91 -1.18
C -1.71 6.86 -0.67
H 0.07 -7.43 -2.58
C -3.37 5.94 0.81
H 7.05 -8.60 -3.24
C -1.01 -4.39 -1.64
O 4.19 -8.61 -5.84
H -3.68 4.07 1.89
H 7.09 -7.13 -1.23
H -0.75 6.45 -1.01
H -5.84 5.70 1.42
*
```

The total energy comes out at -2479.387946 a.u. The SMILES is NC[C@H](O)C[C@@H]1CO[C@@H](OB(O)O)C1.O=[N+]([O-])c1ccccc1.O=[N+]([O-])c1ccccc1.O=[N+]([O-])c1ccccc1.O=[N+]([O-])c1ccccc1. Its orbital gap is 8.16 eV.

=====

The following is a quantum chemistry calculation of C26H39As2N6O2ReS as an isolated structure, from the Open Molecules 2025 dataset.

```
! wB97M-V def2-TZVPD RIJCOSX def2/J DEFGRID3
* xyz 3 4
C -4.83 1.27 -1.82
H -2.48 3.80 -1.49
H -3.26 -2.90 1.95
C -3.89 0.14 2.36
C 3.64 2.68 0.71
C -3.03 2.82 -1.29
H 1.86 -0.76 6.43
H -1.68 -1.33 4.07
H 0.27 4.12 1.43
H -1.55 4.33 0.98
H 4.75 3.99 -3.40
H -4.62 3.30 -2.61
N 4.23 4.11 -2.51
H -0.11 -4.49 0.34
C -4.21 2.53 -1.94
H -4.78 -0.46 2.17
H -1.15 -2.07 -4.07
H -1.15 -0.81 -1.85
C -0.72 -3.70 -2.11
C -0.19 -1.31 -2.27
H -0.75 3.08 -1.92
H 1.23 -3.76 1.31
C -3.31 -2.34 0.99
H 3.77 4.70 -0.05
C -3.06 0.54 -0.37
H -0.28 -5.52 -3.15
H 0.61 1.81 -1.93
H -0.54 -0.42 -4.17
H -1.52 -3.24 -2.68
H 3.43 2.93 1.73
C 4.32 3.20 -1.52
S 3.49 0.22 1.79
C 0.85 -3.91 0.32
C -2.48 1.79 -0.43
N 1.98 -0.09 4.55
O 4.11 0.76 2.97
As -2.46 -0.47 1.22
H 5.03 1.60 -2.66
H 0.58 -1.76 -4.25
As -0.69 1.99 0.37
H 0.68 -0.70 -1.96
H -4.10 1.19 2.07
N 1.08 -1.53 0.23
C 3.85 1.34 0.45
H -1.33 -4.20 -1.35
H -5.75 1.16 -2.33
C -0.71 3.67 1.35
C 0.00 -1.31 5.40
C 4.35 0.89 -0.77
H -2.73 -2.89 0.19
C -0.31 -1.42 -3.78
Re 0.06 -0.07 1.24
H 2.07 -1.72 0.61
C 0.62 -2.61 -0.37
C 4.64 1.84 -1.74
H 1.11 -4.81 -2.37
H 0.59 -4.19 -3.82
C 0.05 2.62 -1.38
C 1.34 -0.03 3.41
H -4.62 -0.76 -1.10
O 3.74 -1.13 1.36
H 0.85 3.33 -1.05
C -4.25 0.27 -1.08
N -0.01 -2.56 -1.56
N 1.77 0.39 2.15
H 4.18 5.08 -2.33
H -0.96 3.37 2.38
H -0.46 -1.74 6.28
H -4.36 -2.05 0.68
C 3.90 3.62 -0.26
N 0.06 -0.48 3.24
C -0.66 -1.12 4.21
H 4.52 -0.13 -0.98
C 1.26 -0.72 5.53
H -3.59 0.17 3.44
C 0.18 -4.58 -2.93
H 1.53 -4.56 -0.24
*
```

As for the energy above the lowest of the compared OMol25 structures with the same formula, charge and spin: 41.69 kcal/mol. The total energy comes out at -6440.062797 a.u. Its orbital gap (spin up / spin down) is 6.93 / 2.92 eV.

=====

The following is a quantum chemistry calculation of an isolated ion of composition C21H20BrN3O2 and charge +2, from the Open Molecules 2025 dataset.

```
! wB97M-V def2-TZVPD RIJCOSX def2/J DEFGRID3
* xyz 2 1
C 1.34 0.69 -0.78
C -3.45 -0.30 2.43
C -5.46 0.18 1.30
C -2.19 1.14 -3.00
C 6.81 -1.32 1.84
H -1.79 1.85 -0.54
O -1.87 -1.57 -2.70
C -4.70 0.29 2.45
H -2.01 -1.44 1.41
C 2.55 0.49 0.07
N -3.21 -1.87 -0.89
H -3.80 -2.64 -1.17
H -2.86 -0.21 3.34
N 4.66 -0.04 1.67
H 0.13 0.13 -3.83
C -3.76 -1.10 0.20
C 0.22 1.26 -0.19
H -5.64 -0.59 -0.68
H -5.07 0.81 3.32
O 7.97 -1.33 2.15
H 3.36 -1.17 2.90
H -6.43 0.67 1.30
H 5.85 1.09 0.41
C -2.75 -1.11 -1.99
C -2.99 -0.98 1.33
C -5.01 -0.51 0.21
C 1.32 0.28 -2.10
H 5.49 -0.79 3.47
H -2.04 0.90 -4.05
C 0.16 0.46 -2.80
Br 6.14 -2.55 0.48
H 1.43 -0.71 1.46
H 3.93 1.62 -1.12
C 3.80 1.00 -0.24
C 5.85 -0.34 2.53
H -3.73 0.84 -1.53
C 3.47 -0.54 2.02
H 0.19 1.58 0.84
C -3.31 0.27 -2.36
N -0.92 1.00 -2.24
H -4.04 0.11 -3.16
C 2.40 -0.29 1.22
C -0.90 1.41 -0.97
C 4.85 0.72 0.60
H 6.32 0.61 2.77
H 2.20 -0.18 -2.54
H -2.50 2.18 -2.86
*
```

The total energy comes out at -3700.437028 a.u. Its orbital gap is 6.69 eV.

=====

The following is a quantum chemistry calculation of C4H34O17 as an isolated structure, from the Open Molecules 2025 dataset.

```
! wB97M-V def2-TZVPD RIJCOSX def2/J DEFGRID3
* xyz 0 1
H 2.74 1.85 0.53
O -1.23 3.43 0.69
O -3.36 2.59 -0.66
O 4.88 -0.87 0.42
O -0.80 -1.88 2.43
O -2.58 0.14 0.08
H -0.15 -1.32 1.73
H 4.52 -0.53 1.28
O 0.50 0.57 3.79
C 1.31 3.12 -1.74
H -2.20 2.02 -2.07
H 0.27 -0.12 4.41
O 0.29 -0.57 0.47
O -2.15 -0.69 -2.80
H 0.51 1.16 -1.52
C 1.73 1.40 0.29
C 1.43 -0.02 0.66
H 1.72 3.39 -2.71
H -0.32 3.55 0.13
H -1.78 -2.22 1.69
H 1.05 2.11 0.81
O 2.26 -2.25 -1.36
H 1.06 0.09 3.15
O -1.36 2.26 -2.36
H -1.61 -3.11 0.48
H -2.04 0.06 -3.31
H 1.92 -2.21 1.18
H 1.41 -1.86 -1.79
O -2.50 -2.47 0.83
H -1.31 4.17 1.29
H -2.46 0.55 0.95
H 2.28 1.23 -1.86
H -2.39 -1.49 0.54
H 0.27 -3.32 -0.13
O -0.16 -2.42 -2.81
C 1.54 1.66 -1.20
H 2.91 -2.23 -1.96
H -0.59 -3.03 -1.37
H -0.97 -1.87 -2.70
O -1.73 1.29 2.38
H 1.93 -3.33 0.15
O -0.67 -3.49 -0.54
H -1.32 3.13 -1.87
H -2.08 -0.41 -1.83
H -1.72 0.14 -0.30
O 0.78 3.89 -1.00
H -2.66 2.83 -0.08
O 2.33 -0.71 1.15
H 4.05 -1.29 0.05
H -1.00 0.95 2.90
O 1.52 -3.11 0.96
H -0.39 -2.68 2.71
H -4.01 2.05 -0.23
H -1.38 2.00 1.83
H -0.22 -2.98 -3.54
*
```

As for the energy above the lowest of the compared OMol25 structures with the same formula, charge and spin: 33.77 kcal/mol. The total energy comes out at -1451.853474 a.u. Its orbital gap is 10.22 eV.

=====

The following is a quantum chemistry calculation of C44H51CsN6O3P2S4 as an isolated structure, from the Open Molecules 2025 dataset.

```
! wB97M-V def2-TZVPD RIJCOSX def2/J DEFGRID3
* xyz -2 1
H 3.96 3.42 0.77
C -3.35 -4.30 4.41
C 2.03 -6.55 -0.95
C -2.35 -3.77 3.60
C 3.81 -3.39 0.41
C -2.06 -2.25 -5.44
N -1.13 1.26 3.08
H 0.38 -2.50 3.69
H -2.90 -7.59 3.73
S 1.69 2.27 -2.23
C -6.25 0.98 3.01
H 3.02 1.01 -5.33
C -2.17 1.69 -2.25
C 0.91 -3.21 3.05
H -4.13 0.80 -2.25
P 2.39 -2.33 2.44
C 4.69 -4.28 -0.19
H 0.26 -3.69 -0.98
H -0.22 -3.07 -4.60
C 3.45 1.84 -2.09
C -3.54 -5.67 4.47
H -4.11 2.48 -2.80
H 1.22 -4.06 3.68
C 1.22 -6.08 1.26
H 5.98 -5.98 0.07
H 4.32 0.25 7.12
C 2.02 4.27 1.17
H -3.71 -0.93 -5.92
C 4.09 -4.58 2.50
C 3.07 -1.61 3.96
C 2.98 3.27 1.20
H -1.99 -2.71 -6.43
H 0.96 1.87 -4.39
H 3.36 1.23 1.79
S -4.84 0.81 4.11
S -3.66 1.55 1.37
N -1.32 0.54 -2.48
C -2.74 -6.52 3.71
H -0.02 -1.57 -5.50
C 5.29 -5.29 0.54
H -1.14 -6.64 2.28
H 5.64 -1.62 6.18
N -2.34 1.05 3.72
C 0.66 -4.61 -0.58
C -1.74 -5.99 2.90
C -0.78 2.46 2.90
C 2.65 2.06 1.78
S 2.03 -1.98 -2.17
H 2.22 5.22 0.69
P -0.30 -3.78 1.80
H 2.22 0.96 6.00
N -0.82 -1.41 -3.55
H 3.83 -4.73 3.55
O 2.04 -1.25 1.48
H 3.92 2.58 -1.45
C -3.42 1.14 3.01
C 1.94 -6.89 0.40
C -0.69 -2.10 -4.81
H 1.45 -0.19 3.96
H 1.03 0.33 -3.45
H 4.98 1.40 -3.57
C -1.53 -4.61 2.85
C 0.55 -4.96 0.77
C 3.53 -3.54 1.77
H -4.32 -6.09 5.10
C -3.56 1.54 -2.83
H 1.55 -5.05 -2.45
H -1.44 3.30 3.13
H 3.31 -2.64 -0.22
C 3.97 -0.27 6.23
C -3.42 1.06 -4.26
C 4.71 -1.32 5.71
H -3.98 -3.63 4.98
C 2.79 0.12 5.61
H -2.92 1.83 -4.87
C 2.96 0.91 -4.25
C 1.56 1.24 -3.73
H -4.40 0.87 -4.72
N -2.69 -0.19 -4.28
C 0.54 2.77 2.30
H 3.14 -0.14 -3.97
C 0.78 4.02 1.73
Cs 0.00 -0.38 0.24
H 2.47 -7.75 0.79
H 3.47 0.84 -1.63
H -1.69 2.59 -2.67
H -6.20 0.28 2.19
C 4.26 -1.99 4.57
C 4.98 -5.45 1.90
O -0.94 -2.68 1.05
H -2.23 -2.69 3.53
H 4.86 -2.79 4.15
C 2.34 -0.54 4.48
N 1.47 1.81 2.32
H 5.42 -6.26 2.46
C -2.68 -0.87 -5.56
H 1.20 -6.31 2.32
C 1.42 -5.42 -1.43
H -7.13 0.78 3.63
C 3.96 1.80 -3.52
H -0.01 4.75 1.71
H -2.11 -0.28 -6.31
H -6.31 1.99 2.60
H -2.70 -2.88 -4.81
H 3.98 2.82 -3.93
H 0.05 -1.48 -2.96
C -1.59 -0.30 -3.41
H 4.87 -4.17 -1.26
H 2.62 -7.17 -1.62
O 1.63 3.70 -2.71
H -2.23 1.87 -1.17
*
```

As for the energy above the lowest of the compared OMol25 structures with the same formula, charge and spin: 47.26 kcal/mol. The total energy comes out at -4557.209979 a.u. Its orbital gap is 3.54 eV.

=====

The following is a quantum chemistry calculation of C2H5N3S as an isolated structure, from the Open Molecules 2025 dataset.

```
! wB97M-V def2-TZVPD RIJCOSX def2/J DEFGRID3
* xyz 0 3
C -1.87 0.16 0.16
H 2.45 1.28 0.73
H 2.07 2.35 -0.23
S -0.33 -0.10 -0.57
N 0.45 1.11 0.06
H -0.80 -2.66 0.62
N -1.19 -2.24 -0.30
H -2.14 -1.96 -0.15
N -2.89 0.20 0.69
C 1.83 1.27 -0.19
H 2.41 0.59 -0.83
*
```

As for the energy above the lowest of the compared OMol25 structures with the same formula, charge and spin: 20.96 kcal/mol. The total energy comes out at -641.451505 a.u. Its orbital gap (spin up / spin down) is 8.58 / 7.99 eV.

=====

The following max |F| values (in eV/A) correspond, in order, to the records above: 2.0 4.0 1.9 5.5 2.4 3.2.